A cluster of 3 separate species, C3H12NO2 in total in a non-equilibrium geometry. Source: the Open Molecules 2025 dataset; level of theory: ωB97M-V/def2-TZVPD.

```
18
Properties=species:S:1:pos:R:3:mulliken_charge:R:1
C 0.65002 -2.44830 0.11499 -1.1072
C 0.83260 -1.10921 -0.55992 -0.3882
C -0.46627 0.76568 0.28756 -0.1288
N 0.58722 0.05806 0.31657 0.0498
H 1.21373 -2.49231 1.05074 0.3423
H -0.37478 -2.63490 0.40617 0.3352
H 0.94660 -3.25468 -0.55220 0.3382
H 1.86328 -0.96166 -0.87465 0.3230
H 0.20528 -1.07180 -1.45055 0.3648
H -0.34071 1.82506 0.51309 0.2794
H -1.45797 0.39221 0.11796 0.2781
H 1.37045 0.53468 0.75401 0.3099
H 2.24628 3.10686 2.03887 0.3146
H 1.62296 3.70447 0.71368 0.3165
O 1.59554 2.97265 1.33281 -0.6237
H -3.60891 -0.31683 -0.84814 0.3217
H -3.79078 0.62584 -1.97883 0.3168
O -3.09453 0.30418 -1.38218 -0.6423
```

Net charge ... +1
Energy relative to the best compared isomer or geometry (same formula, charge and spin) ... 30.8 kcal per mole
DFT total energy ... -8883.5387 eV
Gap between HOMO and LUMO ... 10.61 eV
E_LUMO ... -0.172 Eh

***

The ion C18H29N2O3S with charge +1 in a non-equilibrium geometry. Source: the Open Molecules 2025 dataset; level of theory: ωB97M-V/def2-TZVPD.

```
53
Properties=species:S:1:pos:R:3:mulliken_charge:R:1
C -5.56094 2.64958 -2.30170 -0.8382
O -4.95363 2.79631 -1.03008 -0.4215
C -3.65175 2.57582 -0.88124 0.6923
C -3.13856 2.78721 0.41259 -0.8432
C -1.80506 2.59206 0.68063 -0.3571
C -0.97009 2.16041 -0.34294 -0.2134
S 0.77496 2.04654 -0.04876 1.4913
O 1.51169 1.93497 -1.25918 -0.6762
O 1.14520 3.00690 0.93140 -0.6269
N 1.23106 0.35900 0.81577 0.0134
C 1.10674 -0.71158 -0.22196 -0.4954
C -0.34894 -1.08700 -0.50247 -0.3827
C -0.40349 -1.97846 -1.74501 -0.8370
C 0.39598 -3.25535 -1.51349 -0.9589
C 1.84039 -2.93085 -1.13789 0.5568
C 2.62991 -4.20427 -0.84959 -1.7691
C 1.87581 -2.00015 0.08456 -1.0133
C 2.63418 0.61096 1.22914 -0.5739
C 2.98781 -0.06990 2.54746 -0.7288
N 2.20316 0.52002 3.61898 -0.3695
C 0.88572 0.95487 3.19827 -1.1506
C 0.36977 0.15307 1.99439 -0.8020
C -1.44325 1.96541 -1.63105 -0.3637
C -2.78045 2.16955 -1.90311 -0.4707
H -5.47924 1.62216 -2.66480 0.3535
H -5.12664 3.33818 -3.03023 0.3577
H -6.60967 2.89732 -2.15150 0.2447
H -3.81750 3.12403 1.17884 0.4720
H -1.39838 2.79868 1.65715 0.5853
H 1.53757 -0.26395 -1.12467 0.4013
H -0.96366 -0.20350 -0.66166 -0.0360
H -0.76542 -1.64717 0.33694 0.3999
H -1.44210 -2.22503 -1.96663 0.4169
H 0.00369 -1.43739 -2.60091 0.3511
H 0.38254 -3.86711 -2.41513 0.3892
H -0.06600 -3.83655 -0.71266 0.3122
H 2.31155 -2.40976 -1.97793 0.3457
H 2.62199 -4.85544 -1.71878 0.4427
H 3.66427 -3.97323 -0.60801 0.4304
H 2.19323 -4.74722 -0.01450 0.3768
H 1.42465 -2.52136 0.93205 0.3254
H 2.92062 -1.80092 0.31712 0.6735
H 2.75331 1.68652 1.37625 0.6126
H 3.30141 0.30749 0.42412 0.4665
H 2.85065 -1.15849 2.47064 0.3513
H 4.04576 0.11581 2.75645 0.4319
H 2.17665 -0.09261 4.42301 0.3092
H 0.18018 0.85124 4.02389 0.5166
H 0.93679 2.01569 2.93213 0.3024
H -0.65024 0.44779 1.74254 0.8397
H 0.37172 -0.91050 2.25022 0.4733
H -0.75620 1.67339 -2.40920 0.5413
H -3.13773 2.02679 -2.90945 0.4511
```

Net charge ... +1
Energy relative to the best compared isomer or geometry (same formula, charge and spin) ... 47.0 kcal per mole
DFT total energy ... -39087.4086 eV
Gap between HOMO and LUMO ... 8.77 eV
E_LUMO ... -0.120 Eh
Structure (SMILES) ... COc1ccc(S(=O)(=O)[N+]2([C@@H]3CCC[C@H](C)C3)CCNCC2)cc1

***

A structure of composition C3H8N2Si in a non-equilibrium geometry. Source: the Open Molecules 2025 dataset; level of theory: ωB97M-V/def2-TZVPD.

```
14
Properties=species:S:1:pos:R:3:mulliken_charge:R:1
C -0.03816 0.74193 -1.18321 -0.4331
C -1.27320 0.34980 -0.33626 -0.4540
C 0.82335 -0.51923 -1.16305 -0.1808
N -0.71986 -0.78787 0.36537 0.0992
N 0.36495 -1.38229 -0.37992 -0.5612
Si 0.33809 -0.44127 1.70261 0.3395
H -0.16262 0.88308 -2.25330 0.3477
H 0.72502 1.51172 -0.95200 0.2866
H -1.70345 1.12148 0.39290 0.2408
H -2.18598 0.12540 -0.97591 0.2253
H 1.89534 -0.57915 -1.43265 0.3960
H -0.52798 0.54212 2.59656 -0.1245
H 1.79257 0.20875 1.45881 -0.0913
H 0.67192 -1.77448 2.16006 -0.0902
```

Energy relative to the best compared isomer or geometry (same formula, charge and spin) ... 37.8 kcal per mole
DFT total energy ... -14095.7348 eV
Gap between HOMO and LUMO ... 10.18 eV
E_LUMO ... 0.037 Eh

***

- Which of these has the lowest DFT total energy?
  C18H29N2O3S

***

What did the third record say?
A structure of composition C3H8N2Si in a non-equilibrium geometry. Source: the Open Molecules 2025 dataset; level of theory: ωB97M-V/def2-TZVPD.

```
14
Properties=species:S:1:pos:R:3:mulliken_charge:R:1
C -0.03816 0.74193 -1.18321 -0.4331
C -1.27320 0.34980 -0.33626 -0.4540
C 0.82335 -0.51923 -1.16305 -0.1808
N -0.71986 -0.78787 0.36537 0.0992
N 0.36495 -1.38229 -0.37992 -0.5612
Si 0.33809 -0.44127 1.70261 0.3395
H -0.16262 0.88308 -2.25330 0.3477
H 0.72502 1.51172 -0.95200 0.2866
H -1.70345 1.12148 0.39290 0.2408
H -2.18598 0.12540 -0.97591 0.2253
H 1.89534 -0.57915 -1.43265 0.3960
H -0.52798 0.54212 2.59656 -0.1245
H 1.79257 0.20875 1.45881 -0.0913
H 0.67192 -1.77448 2.16006 -0.0902
```

Energy relative to the best compared isomer or geometry (same formula, charge and spin) ... 37.8 kcal per mole
DFT total energy ... -14095.7348 eV
Gap between HOMO and LUMO ... 10.18 eV
E_LUMO ... 0.037 Eh

***

- Which of these has the highest DFT total energy?
  C3H12NO2

***

- Look up the gap between HOMO and LUMO of the second one.
  8.77 eV